A cluster of 9 separate species, C50H94NO20 in total at a distorted geometry. Source: the Open Molecules 2025 dataset; level of theory: ωB97M-V/def2-TZVPD.

XYZ file:
```
165
Properties=species:S:1:pos:R:3:mulliken_charge:R:1
C 0.8707 -0.0656 3.4936 -0.903
C 1.0209 1.4479 2.8103 0.014
O -0.1758 2.2961 3.1208 -0.370
C -0.9759 2.3250 1.8722 -0.288
C -2.5519 2.7675 2.1416 -0.328
O -2.5414 3.8048 3.1898 -0.259
C -3.8606 4.5201 3.1908 0.246
O -3.9443 5.5762 2.3759 -0.429
C -5.0204 3.9765 4.2138 0.393
C -4.5071 3.0237 5.4860 -0.419
C -5.6047 2.4408 6.5674 -0.299
N -7.0848 2.8137 6.4150 -0.071
C -7.6074 3.6814 5.2619 -0.516
C -6.6429 4.2939 4.0865 0.311
C -7.1130 5.1882 2.7964 -0.374
C -8.6757 4.8627 2.2953 -0.428
C -8.7235 3.9714 0.9251 -0.552
C -8.8167 2.3544 1.1213 -0.632
C -8.7536 1.8129 2.6632 0.231
C -9.1706 0.1932 2.6543 -0.446
C -10.8024 0.1829 3.0124 -0.453
O -11.4045 -1.1628 2.9039 -0.396
C -10.6765 -2.1561 3.7117 -0.472
H 1.9281 -0.4791 3.8213 0.281
H 0.1671 0.0310 4.4319 0.279
H 0.3962 -0.8542 2.7616 0.212
H 1.1932 1.3395 1.6454 -0.020
H 2.0041 1.9266 3.2440 0.298
H -0.4556 3.0944 1.1520 0.192
H -1.0128 1.2355 1.4426 0.309
H -3.0087 3.2407 1.1734 0.305
H -3.1786 1.8610 2.5737 0.269
H -3.3575 2.7523 5.5783 0.393
H -5.3160 1.7411 7.4670 0.363
H -7.8109 2.4557 7.0916 0.319
H -8.7729 3.8934 5.2282 0.330
H -6.4464 5.0610 1.8409 0.230
H -7.0810 6.3401 3.1041 0.303
H -9.3625 4.4809 3.1689 0.241
H -9.1100 5.9367 2.0042 0.362
H -9.6731 4.3182 0.2956 0.313
H -7.7892 4.2193 0.2421 0.178
H -7.8740 1.8813 0.5619 0.266
H -9.7568 1.9744 0.5028 0.231
H -7.6389 1.8469 3.0163 0.036
H -9.5182 2.3183 3.4019 0.008
H -8.6239 -0.2662 3.5896 0.281
H -8.9207 -0.3355 1.6381 0.245
H -11.0299 0.7177 4.0541 0.236
H -11.2973 0.9007 2.1973 0.252
H -11.4197 -2.9879 4.0667 0.230
H -9.8966 -2.6722 2.9756 0.243
H -10.1696 -1.7165 4.6791 0.200
O 4.2102 -0.5595 1.4800 -0.601
C 4.2212 0.0867 0.4335 0.687
O 3.0612 0.4914 -0.1318 -0.367
C 2.9680 1.4018 -1.2433 -0.282
C 3.1108 0.6628 -2.5598 -1.063
C 5.5100 0.3579 -0.2829 -0.793
H 3.6812 2.2236 -1.1410 0.488
H 1.9703 1.8510 -1.1921 0.202
H 4.0885 0.1822 -2.6477 0.271
H 2.9851 1.3485 -3.4027 0.345
H 2.3606 -0.1314 -2.6360 0.315
H 5.7754 -0.5124 -0.8896 0.196
H 6.2928 0.5297 0.4640 0.300
H 5.4889 1.2482 -0.9088 0.300
O -5.7171 6.6018 -1.1217 -0.615
C -5.7527 7.5989 -0.4022 0.757
O -6.8664 8.3642 -0.3499 -0.362
C -7.0786 9.4347 0.5892 -0.245
C -6.4659 10.7262 0.0831 -1.070
C -4.5360 8.0366 0.3567 -0.773
H -6.7237 9.1612 1.5860 0.230
H -8.1634 9.5624 0.6723 0.383
H -5.3824 10.6397 -0.0322 0.275
H -6.6759 11.5490 0.7726 0.371
H -6.8690 10.9804 -0.9029 0.305
H -3.8857 8.6139 -0.3063 0.306
H -4.0012 7.1441 0.6998 0.146
H -4.7577 8.6179 1.2499 0.357
O -9.1680 -4.1871 4.3822 -0.576
C -9.1874 -5.3427 3.9612 0.855
O -9.2171 -5.5848 2.6310 -0.356
C -9.0552 -6.8846 2.0335 -0.412
C -10.3773 -7.6260 1.9876 -0.961
C -9.2724 -6.4999 4.9107 -1.099
H -8.2690 -7.4543 2.5350 0.369
H -8.7064 -6.7128 1.0094 0.311
H -10.7736 -7.8049 2.9904 0.272
H -10.2617 -8.5902 1.4841 0.361
H -11.1285 -7.0360 1.4519 0.303
H -10.3157 -6.6530 5.2001 0.255
H -8.6815 -6.2617 5.8020 0.326
H -8.8619 -7.4272 4.5151 0.341
O 9.7689 -0.8434 0.2929 -0.625
C 9.3558 -1.9430 0.6578 0.810
O 8.2344 -2.4669 0.1129 -0.397
C 7.7723 -3.8130 0.3306 -0.078
C 6.9474 -3.9018 1.6000 -0.977
C 10.0313 -2.6800 1.7752 -0.934
H 8.6033 -4.5226 0.3166 0.095
H 7.1375 -4.0642 -0.5261 0.332
H 7.5375 -3.6416 2.4826 0.260
H 6.5527 -4.9132 1.7336 0.391
H 6.1093 -3.1980 1.5618 0.211
H 9.6689 -2.2947 2.7323 0.303
H 11.1107 -2.5078 1.7019 0.281
H 9.8944 -3.7593 1.7391 0.314
O 11.6906 -5.3499 0.2906 -0.612
C 11.4161 -5.2676 -0.9056 0.879
O 10.6231 -6.1942 -1.4898 -0.371
C 10.0932 -6.0914 -2.8246 -0.414
C 11.0921 -6.6059 -3.8430 -0.871
C 12.0275 -4.1959 -1.7573 -1.026
H 9.7583 -5.0734 -3.0388 0.304
H 9.1984 -6.7227 -2.8514 0.383
H 12.0113 -6.0146 -3.8396 0.215
H 10.6658 -6.5771 -4.8500 0.398
H 11.3790 -7.6369 -3.6105 0.218
H 13.0265 -4.5108 -2.0713 0.275
H 12.1083 -3.2814 -1.1595 0.286
H 11.4342 -3.9339 -2.6315 0.370
O 14.2300 -7.0503 -4.0973 -0.537
C 14.6904 -8.1666 -4.3311 0.835
O 13.8705 -9.2380 -4.4248 -0.354
C 14.2797 -10.5431 -4.8746 -0.414
C 14.8624 -11.3501 -3.7305 -0.956
C 16.1719 -8.3773 -4.4243 -1.119
H 14.9575 -10.4714 -5.7288 0.354
H 13.3753 -11.0419 -5.2393 0.310
H 15.7603 -10.8792 -3.3220 0.273
H 15.1218 -12.3593 -4.0632 0.357
H 14.1426 -11.4236 -2.9085 0.301
H 16.5849 -8.4854 -3.4176 0.270
H 16.6177 -7.4997 -4.9052 0.317
H 16.4592 -9.2334 -5.0321 0.347
O 3.5121 4.3787 -2.3508 -0.595
C 2.4900 5.0304 -2.5593 0.874
O 1.5226 5.1042 -1.6172 -0.355
C 0.3828 5.9814 -1.6836 -0.580
C -0.7376 5.3506 -2.4877 -0.515
C 2.2552 5.6768 -3.8916 -0.796
H 0.6660 6.9688 -2.0566 0.396
H 0.0441 6.1267 -0.6520 0.296
H -0.4378 5.1705 -3.5233 -0.012
H -1.6210 5.9957 -2.4903 0.421
H -1.0117 4.3784 -2.0647 0.199
H 1.8502 4.9353 -4.5858 0.122
H 3.2144 6.0432 -4.2735 0.344
H 1.5952 6.5416 -3.8530 0.319
O 0.3045 3.6707 -5.1298 -0.627
C -0.6900 2.9949 -5.3890 0.728
O -0.8017 1.7336 -4.9142 -0.285
C -1.9935 0.9304 -5.0010 -0.401
C -2.0648 0.2128 -6.3350 -0.976
C -1.7511 3.5196 -6.3092 -1.144
H -2.8863 1.5256 -4.7935 0.356
H -1.9247 0.1875 -4.1990 0.313
H -2.1174 0.9175 -7.1689 0.272
H -2.9428 -0.4383 -6.3763 0.371
H -1.1672 -0.3947 -6.4912 0.295
H -1.4440 3.3536 -7.3455 0.274
H -1.8622 4.5952 -6.1333 0.320
H -2.7346 3.0832 -6.1441 0.386
```

The value obtained for the HOMO-LUMO gap is 5.11 eV. The total charge is +1. The strongest force on any atom is 8.871 eV/Å. As for the HOMO energy: -0.39017 Ha.